[1]
{
  "formula": "C24H15N6O3RhS",
  "method": "ωB97M-V/def2-TZVPD",
  "elements": ["C", "C", "O", "H", "H", "Rh", "C", "H", "C", "C", "H", "H", "N", "H", "C", "C", "C", "C", "S", "H", "C", "C", "H", "H", "C", "H", "C", "C", "C", "H", "N", "C", "C", "H", "N", "C", "N", "N", "O", "C", "C", "C", "O", "C", "H", "C", "H", "N", "H", "C"],
  "positions_angstrom": [[1.2207, -4.3848, -1.6573], [-0.4664, 0.7358, 3.5271], [2.4074, 1.0573, 2.8694], [-2.3369, -0.3291, 5.1546], [1.4798, -2.2257, 0.9452], [-1.0615, 1.9716, 1.0136], [-3.8372, 5.0296, -2.5524], [2.4852, -4.3144, 0.0708], [0.8373, 3.2548, -0.9796], [3.2065, 3.0586, -0.7771], [-5.7730, 0.9260, 2.8649], [3.7552, -3.4418, -2.5388], [0.6747, 2.6203, 0.1784], [-4.8462, -0.2574, 4.8538], [3.0222, 2.3874, 0.4278], [-2.0039, 0.7674, 3.3794], [-2.8079, 0.1654, 4.3164], [0.0914, -2.0263, -0.6769], [1.9758, -5.8544, -2.3255], [-4.1766, 1.9664, 1.2389], [1.4816, 1.4455, 2.2077], [-4.7076, 0.8681, 3.0353], [3.8396, 2.0141, 1.0290], [2.2089, 4.0250, -2.4245], [-2.9607, 3.3605, -1.1223], [-0.2030, -4.2233, -3.2492], [1.1216, -2.6588, 0.0198], [2.8881, -5.0041, -3.6968], [-0.4357, -0.7764, -0.1927], [4.2045, 3.2312, -1.1583], [-3.7511, 3.8738, -1.9427], [-3.8384, 1.4503, 2.1263], [1.7397, 2.1837, 0.8745], [-0.0655, 3.5592, -1.4893], [0.1313, 1.3484, 2.4499], [4.0771, -4.1924, -3.2616], [-3.9828, 6.0365, -3.1034], [-2.5213, 1.4008, 2.3113], [2.5496, -5.1518, -4.8303], [0.1682, -3.7766, -2.3359], [-0.3898, -2.6058, -1.8510], [-4.1864, 0.2146, 4.1376], [0.0352, 0.2330, 4.4967], [-0.8761, 0.2728, 0.2074], [4.7883, -4.8471, -2.7567], [1.6834, -3.8271, -0.4690], [4.5392, -3.7179, -4.1237], [-2.2834, 2.7863, -0.3564], [-1.2055, -2.1300, -2.3791], [2.1042, 3.5010, -1.4855]],
  "max_force_ha_per_bohr": 0.0223,
  "molar_mass_g_mol": 570.40,
  "gap_ev": 7.2,
  "e_tot_ha": -1986.542431,
  "total_charge": 0,
  "homo_ha": -0.31811,
  "de_lowest_kj_mol": 0.0
}

---

[2]
{
  "formula": "C48H123N5O16",
  "method": "ωB97M-V/def2-TZVPD",
  "elements": ["H", "H", "H", "H", "H", "H", "H", "H", "H", "H", "H", "H", "C", "O", "O", "H", "H", "H", "H", "H", "H", "H", "C", "H", "H", "C", "O", "C", "H", "H", "C", "H", "C", "H", "H", "C", "C", "H", "H", "N", "H", "H", "C", "O", "H", "O", "O", "H", "C", "O", "H", "H", "C", "O", "O", "C", "C", "C", "H", "C", "H", "H", "H", "H", "H", "H", "H", "H", "H", "H", "H", "C", "C", "C", "C", "C", "H", "O", "H", "H", "H", "C", "H", "H", "H", "H", "H", "H", "H", "H", "H", "C", "H", "N", "H", "C", "H", "H", "C", "H", "H", "C", "C", "C", "C", "H", "H", "C", "C", "H", "O", "H", "O", "H", "H", "H", "C", "H", "C", "H", "H", "H", "H", "H", "H", "C", "H", "H", "H", "H", "N", "O", "C", "H", "H", "H", "N", "O", "C", "H", "H", "H", "H", "H", "C", "H", "H", "H", "H", "C", "C", "H", "H", "C", "C", "C", "H", "H", "H", "H", "H", "H", "H", "H", "H", "C", "H", "H", "C", "C", "H", "N", "H", "H", "H", "H", "H", "H", "H", "H", "O", "C", "H", "O", "H", "C", "H", "C", "C", "H", "H", "H"],
  "positions_angstrom": [[1.0471, 2.9932, 3.1402], [5.2878, 4.4428, -1.4434], [-0.6515, -1.3069, 2.3392], [2.9170, -2.8860, 3.6483], [0.6202, -2.8401, -1.6740], [5.5522, -0.4078, -6.3564], [-2.1377, -2.7968, 3.8635], [4.0579, 0.3568, -6.9819], [2.0417, -3.8378, -7.1447], [1.7955, 5.0368, -0.9268], [-5.1779, 1.7630, 0.3955], [-2.9458, -4.5782, -1.4600], [-2.1000, -5.0441, -0.9544], [-1.6931, -6.2592, -1.5254], [1.9063, 1.6567, 1.9875], [-3.0773, 1.9455, -0.7026], [-0.3639, 0.6433, 1.1543], [-0.1247, -4.2648, -1.6613], [-7.9295, 2.1009, 2.5664], [-5.3244, 5.6033, -2.4479], [-2.0117, 2.8683, 3.2007], [-2.9094, -7.4586, -0.3388], [-0.1014, -3.2828, 4.1443], [-1.2384, 0.7632, 3.8911], [3.5643, 4.4847, -2.0897], [0.0209, 3.1890, -0.3305], [0.5100, -2.0215, 3.8985], [4.4645, -0.4664, -6.3945], [3.3462, 1.3320, -5.0038], [-6.7102, 4.8816, -3.3143], [-4.0220, 1.8616, -1.2398], [2.4060, 0.5377, 4.3596], [-1.2900, 2.5220, 2.4608], [4.1742, -3.1893, -0.6276], [2.9270, -2.8383, -0.2595], [1.8736, -2.9402, 0.0016], [1.6553, 1.3273, 4.3268], [1.0091, -2.7078, -7.9891], [-7.8252, -0.3158, -0.0937], [-1.6113, -1.9687, 5.7061], [-6.7527, 4.9462, -1.6120], [-1.4001, -3.2664, 7.3697], [3.9861, 0.7339, -4.3551], [0.0184, -0.1898, 7.7736], [0.6270, 0.8289, -0.0985], [5.5591, -1.2373, -3.1011], [-2.4880, 4.7312, 2.3541], [-1.9338, -0.4891, -0.4030], [4.1434, 6.1631, -0.8769], [2.0387, 0.2777, -2.7724], [5.5510, -3.2210, -2.6588], [-0.0040, -3.6652, -5.8282], [-1.3230, 1.0169, 2.8344], [2.6221, -1.7106, -7.4365], [1.1819, 3.0426, -1.1311], [-0.9896, -1.2277, 8.0171], [1.0562, -2.7743, -2.6709], [2.8713, 6.7542, -1.4104], [-1.7547, 6.6551, 0.7510], [-0.9303, 1.8823, -0.5447], [1.3330, -2.6611, -5.3961], [0.5560, -3.6999, 4.9072], [3.0050, 3.9742, -1.4790], [4.9866, 1.1632, -4.3026], [-6.3148, -0.7004, 0.8306], [3.3681, -1.7480, -1.1297], [-0.3602, -2.0729, 0.9695], [-6.4846, 1.2859, -1.5175], [-1.1241, 1.6995, -1.6017], [2.1384, -6.0390, 1.7981], [3.0265, -1.7591, -3.6096], [4.8366, -2.3984, -2.6251], [-1.9800, 5.6865, 0.3048], [-4.4614, 3.3175, -1.3993], [3.6355, -2.6615, -3.5559], [-2.6848, -7.2763, -1.3897], [-8.8737, 0.7541, 1.8545], [-0.2445, 0.4829, 2.0933], [3.8964, -2.9195, -4.5822], [2.0567, 6.1882, -0.9586], [1.7606, 1.5012, -1.0315], [0.0570, -3.2438, -3.6861], [-2.0241, -0.8874, 8.0630], [-1.1338, 5.1423, -0.1145], [-2.4809, 5.9817, -0.6172], [-3.2049, 3.8674, 0.5816], [-1.8989, -3.9813, 5.1111], [4.0778, 0.1212, -2.2631], [-3.6164, 3.8639, -1.8183], [1.7213, 1.7508, 5.3290], [2.5543, 3.9283, 0.1872], [-4.3867, 5.4317, 1.2191], [1.3015, -1.7500, -2.9513], [-4.7972, 1.1156, -0.2799], [-0.4925, -4.1411, -3.4013], [1.4753, -5.1755, 1.7453], [-4.6575, 6.0227, 0.3442], [-0.2638, -1.6790, -4.5957], [2.0498, -2.9907, -7.8306], [1.4761, -4.0814, 3.9307], [5.0523, -0.7684, -3.7681], [-0.8504, -0.4838, -0.5220], [0.3995, -1.5153, 2.5392], [-6.0615, 4.8003, -2.4421], [4.3396, -2.2421, -1.1410], [4.5139, -1.9005, -8.0669], [-2.3003, -8.2099, -1.8004], [-2.6303, 0.4631, 2.3164], [-0.3814, 1.1737, 7.9268], [-5.7801, -0.2383, -1.6174], [-5.5011, 3.4394, -2.4658], [-0.7242, -1.6935, 8.9662], [4.3001, 6.3309, 0.4745], [1.4529, -3.7564, -0.5857], [-1.3749, -3.1675, -0.8816], [-5.1053, 4.6505, 1.4669], [-0.8793, -4.1382, -0.8849], [5.1616, 5.9598, 0.6788], [-3.0213, 4.8211, 1.0763], [-0.8802, 1.3416, 8.8813], [-3.9909, 1.3808, -2.2175], [-1.1271, 1.3987, 7.1643], [-0.2888, 2.9094, 2.6493], [-2.5110, -0.6013, 2.5189], [0.2566, -6.1196, 0.2587], [-0.1775, -1.7581, -0.0580], [-7.3467, 0.5025, 2.8333], [2.6847, 7.7890, -1.1232], [1.5195, -5.1681, -0.4372], [0.1187, -3.2238, 0.6727], [-0.3536, 0.7455, 0.1285], [1.2330, -1.6879, -0.0969], [-1.5170, -3.0353, 4.7272], [-3.0399, 4.2151, 2.9463], [3.3522, 3.4342, 4.4451], [3.8351, 4.1207, -0.4420], [4.0715, -0.5864, -5.0019], [-7.0770, 1.3421, 0.9954], [3.3772, 0.6717, -2.8908], [0.7077, -5.3454, 2.5003], [-1.9064, 2.1222, -0.1231], [0.6672, -0.0038, -1.1567], [0.1079, -2.5702, 6.8818], [-2.7922, 0.3843, 1.2414], [-5.9955, 0.5425, -0.8880], [-0.6475, -0.4357, -1.5919], [3.4792, 3.8980, 2.6869], [-2.4078, -5.2358, 0.0735], [3.1725, -3.4932, -3.0247], [2.1393, 4.0082, -0.8176], [0.7597, -3.5262, -5.0630], [0.6701, 0.9293, 4.0837], [-3.5370, 0.8091, 2.8126], [4.0020, -1.7867, -7.1114], [-6.8873, 0.0666, 0.3092], [2.4196, -3.8342, 3.4443], [2.2306, -0.1230, -0.7646], [-3.6308, -7.0205, -1.8671], [3.3841, 1.7039, -2.5407], [-1.0718, -1.2307, 5.2765], [2.7748, 6.7685, -2.4961], [-0.5093, -2.6160, -0.6428], [5.0043, -1.7110, -0.4597], [-1.6730, 2.6771, 1.4521], [3.0198, -4.6913, 3.7498], [0.8272, -5.2024, 0.4040], [0.9449, -0.5886, 2.3605], [1.6862, -3.3036, 1.0120], [3.2579, 3.1114, 3.4083], [4.2445, 4.7042, -1.2667], [4.8934, 6.7236, -1.4350], [-0.1596, -4.1539, 0.3942], [0.5316, 1.7654, 7.8599], [1.0274, 1.3543, 1.7472], [4.0208, 2.3402, 3.3023], [2.4638, -3.2393, -8.8078], [3.1412, -0.9686, -5.0950], [0.7517, -2.2217, 1.7875], [1.5597, -4.2665, -5.0552], [0.2324, 3.5046, 0.6912], [-0.7965, -2.2009, -3.9911], [1.6042, 0.4915, -1.4112], [-4.6750, 3.7411, -0.4180], [2.2635, -4.0209, 2.0154], [-4.3099, 6.1318, 2.0511], [-7.8760, 1.1154, 2.1037], [-0.2882, -3.9143, 3.2757], [-0.9511, -2.3430, 7.0039], [1.9460, 2.3796, 3.2010], [1.9825, -3.3486, -2.6843], [-0.6651, 3.9732, -0.6505], [4.2756, -2.6079, -6.4490]],
  "max_force_ha_per_bohr": 0.2268,
  "molar_mass_g_mol": 1026.53,
  "gap_ev": 8.2,
  "e_tot_ha": -3378.866536,
  "total_charge": 0,
  "homo_ha": -0.28118,
  "de_lowest_kj_mol": 3149.9
}

---

[3]
{
  "formula": "C2H4N4O",
  "method": "ωB97M-V/def2-TZVPD",
  "elements": ["C", "N", "N", "H", "N", "H", "C", "O", "H", "H", "N"],
  "positions_angstrom": [[-0.3905, 0.1873, -1.5439], [0.3452, 0.5332, 0.5266], [0.8357, -0.3808, -1.4923], [2.1529, -0.4171, 0.1675], [-0.7424, 0.4812, -0.4251], [-1.6229, 0.8865, 0.1855], [1.3017, -0.1620, -0.3579], [-1.0001, 0.2903, -2.6671], [-0.7423, 0.1877, 2.4589], [-0.2813, -1.3034, 1.3382], [0.1441, -0.3029, 1.8096]],
  "max_force_ha_per_bohr": 0.3061,
  "molar_mass_g_mol": 100.08,
  "gap_ev": 9.4,
  "e_tot_ha": -372.711813,
  "total_charge": 0,
  "homo_ha": -0.35138,
  "smiles": "Nn1cnc(=O)[nH]1",
  "de_lowest_kj_mol": 495.0
}